88
Properties=species:S:1:pos:R:3:forces:R:3:mulliken_spin:R:1 method="wB97M-V/def2-TZVPD" multiplicity=5 homo_ev="-9.1 / -9.3" orbital_gap_ev="6.7 / 2.2" max_force_ev_per_a=8.59 total_energy_ha=-3668.2924 total_charge=+1
Mn -0.105357 0.808821 1.210125 0.07 -0.17 0.75 3.542
C -1.490819 1.956438 2.632443 0.53 -1.45 1.07 -0.164
C -0.729715 0.947462 3.329639 -0.34 1.09 0.50 -0.128
C 0.765403 2.473310 2.438971 -1.28 0.86 -0.51 0.165
C -0.582785 2.866202 2.035303 2.22 0.28 0.71 0.014
C 0.674278 1.306839 3.240199 -0.94 -0.21 -0.34 -0.156
C -2.982583 2.068288 2.626601 -0.06 -0.04 0.11 0.010
H -3.463966 1.090989 2.719014 0.03 0.11 0.03 0.004
H -3.347517 2.547910 1.714410 0.17 -0.36 0.59 0.000
H -3.309383 2.679966 3.477568 0.05 -0.12 -0.05 -0.003
C -0.911556 4.087008 1.236419 0.18 1.18 0.67 0.004
H -1.946049 4.063725 0.883763 1.00 0.49 0.50 0.005
H -0.252776 4.153175 0.364841 -0.27 0.13 0.15 -0.008
H -0.779228 4.993203 1.842342 0.29 0.01 0.14 -0.002
C 2.004078 3.264267 2.169458 0.03 0.02 -0.02 -0.033
H 2.069037 4.092696 2.888088 0.09 -0.09 -0.23 0.005
H 1.993584 3.672736 1.157174 0.04 0.10 0.12 -0.004
H 2.901121 2.649555 2.275766 -0.05 0.10 0.00 0.006
C 1.798958 0.656256 3.984248 -0.02 -0.10 -0.09 0.022
H 1.923356 1.123199 4.970232 -0.04 -0.05 -0.18 -0.009
H 2.743892 0.757294 3.444551 -0.06 -0.01 0.09 -0.005
H 1.614591 -0.408676 4.150918 0.03 0.15 0.04 -0.001
C -1.292680 -0.088006 4.255049 0.03 0.05 0.04 0.022
H -1.324762 0.301539 5.281524 -0.02 -0.11 -0.14 0.000
H -0.684008 -0.995941 4.266739 -0.07 0.03 0.03 -0.001
H -2.311090 -0.367107 3.975498 0.12 0.04 0.06 0.001
C -1.151249 0.100569 -0.618415 -1.02 -1.42 -0.15 0.107
C -1.962266 -0.149444 0.498182 -0.35 -1.31 -2.07 -0.166
C -2.168930 -1.520212 1.109347 0.37 0.02 0.05 -0.016
C -0.835732 -2.259152 1.309166 -0.02 0.13 0.06 0.000
C 0.306077 -1.288755 1.599795 0.48 -0.10 -0.28 -0.240
C 1.205272 -0.822104 0.611582 -0.54 0.03 0.36 -0.039
C 1.066105 -1.169949 -0.853554 -0.34 0.27 -0.03 -0.021
C -0.374729 -0.959755 -1.382937 0.23 -0.34 0.29 0.056
H -2.858786 -2.109922 0.485090 0.11 0.19 0.05 -0.003
H -0.590777 -2.855394 0.424510 0.00 0.05 0.11 -0.004
H -2.664138 -1.397030 2.078201 0.06 -0.02 -0.15 -0.005
H -0.932731 -1.902965 -1.360106 0.06 0.09 -0.03 0.001
H -1.350485 1.013290 -1.169024 0.29 -0.39 0.17 -0.011
H -2.776542 0.550331 0.666754 0.58 -0.23 0.10 0.013
H -0.322665 -0.655688 -2.432161 -0.10 0.03 0.12 0.002
H 1.744668 -0.524785 -1.414707 0.03 -0.06 -0.04 -0.006
H 2.213794 -0.560736 0.927089 -0.07 0.06 0.11 -0.010
H 1.382973 -2.210317 -1.027466 0.09 0.02 -0.01 -0.014
H -0.926175 -2.967334 2.140110 0.04 0.10 -0.10 0.002
H 0.694261 -1.348828 2.612446 -0.04 0.11 -0.15 -0.002
P 3.168404 -4.100786 -3.282151 -1.18 -1.62 -1.20 0.384
P 6.241403 -4.454249 -2.632559 0.88 -1.77 -1.12 0.350
C 4.075603 -5.485467 -4.141987 0.65 0.01 0.07 0.003
C 5.592214 -5.259145 -4.185136 -0.37 0.14 -0.12 0.015
H 3.682118 -5.543258 -5.164542 -0.01 -0.01 0.24 0.008
H 3.836646 -6.437191 -3.647660 0.03 0.32 0.04 -0.001
H 6.106079 -6.223178 -4.288021 0.07 0.22 0.01 0.011
H 5.871217 -4.647809 -5.054466 -0.05 -0.01 0.29 -0.003
C 7.994939 -4.148789 -3.160965 -0.24 0.75 0.31 0.040
H 8.585315 -3.842711 -2.291240 -0.07 -0.07 -0.14 -0.001
H 8.027809 -3.332112 -3.888494 0.00 -0.12 0.09 0.000
H 8.452598 -5.041736 -3.604814 -0.35 0.04 0.14 0.017
C 6.513870 -5.986112 -1.620382 -0.46 0.48 0.53 0.030
H 7.090691 -6.743922 -2.164714 -0.09 0.35 -0.09 0.013
H 5.546375 -6.412452 -1.336718 0.15 0.02 0.01 -0.003
H 7.048958 -5.726256 -0.701463 -0.10 -0.07 -0.12 -0.001
C 2.237827 -3.431886 -4.742229 0.31 0.88 0.35 0.047
H 1.511925 -2.686152 -4.402364 0.10 -0.09 -0.08 -0.008
H 1.706821 -4.220028 -5.290232 0.22 -0.04 0.36 0.015
H 2.936164 -2.934882 -5.423089 -0.12 -0.05 0.07 0.001
C 1.798889 -5.078415 -2.497331 0.25 0.50 0.62 0.036
H 2.191720 -5.665375 -1.661734 -0.05 0.06 -0.11 0.000
H 1.313660 -5.754593 -3.212453 0.28 0.24 -0.06 0.015
H 1.048631 -4.389517 -2.095631 0.08 -0.11 -0.08 -0.009
C -7.267035 7.138630 1.084116 -0.30 0.38 0.20 0.000
C -6.293690 6.075065 0.659686 -0.17 0.01 -0.21 0.000
C -6.412331 5.424325 -0.578563 0.99 -0.47 0.59 0.001
C -5.490660 4.429302 -0.960576 0.09 -0.04 0.09 0.001
C -4.427832 4.057713 -0.118942 0.01 0.82 1.75 0.010
C -4.339871 4.745796 1.132625 -0.09 -0.41 -0.72 -0.002
C -5.251268 5.725408 1.506739 0.03 -0.46 -0.77 0.001
S -3.238850 2.730296 -0.714115 3.63 -4.05 -6.64 0.033
O -3.983722 1.449083 -1.122164 0.62 2.72 3.32 0.009
O -2.731610 3.172083 -2.094831 -0.83 0.90 3.88 0.019
O -1.702917 2.261004 0.142794 -6.16 2.30 -3.15 0.037
H -7.241483 7.982771 0.365098 -0.20 -0.44 0.39 0.000
H -8.292053 6.718195 1.131246 0.47 0.38 -0.11 0.000
H -7.017173 7.542223 2.091861 -0.16 -0.31 -0.72 0.000
H -7.221244 5.688851 -1.245304 0.01 -0.05 -0.08 0.000
H -5.608478 3.947426 -1.921178 0.08 -0.07 -0.02 0.000
H -3.597383 4.584830 1.888276 0.47 -0.45 -0.18 0.000
H -5.134244 6.210058 2.468820 -0.02 -0.01 -0.06 0.000